1.
{"formula": "C13H40N6O7", "method": "the ωB97M-V functional and the def2-TZVPD basis", "species": ["N", "C", "N", "O", "H", "H", "H", "H", "N", "C", "N", "O", "H", "H", "H", "H", "N", "C", "N", "O", "H", "H", "H", "H", "C", "C", "C", "O", "H", "H", "H", "H", "H", "H", "H", "H", "C", "C", "C", "O", "H", "H", "H", "H", "H", "H", "H", "H", "C", "C", "C", "O", "H", "H", "H", "H", "H", "H", "H", "H", "C", "O", "H", "H", "H", "H"], "coordinates": [[2.077667, 1.350803, 3.141152], [0.953667, 1.986803, 2.963152], [0.872667, 2.566803, 1.789152], [-0.040333, 1.982803, 3.927152], [2.204667, 0.717803, 3.964152], [2.882667, 1.381803, 2.497152], [0.097667, 3.179803, 1.702152], [1.729667, 2.849803, 1.295152], [2.102667, -0.713197, 1.445152], [2.199667, -1.889197, 2.075152], [2.833667, -2.796197, 1.470152], [1.629667, -2.078197, 3.318152], [1.846667, 0.041803, 2.125152], [2.666667, -0.440197, 0.698152], [2.920667, -3.657197, 2.057152], [3.461667, -2.739197, 0.668152], [1.793667, -2.721197, -1.020848], [2.894667, -2.597197, -1.755848], [2.753667, -2.773197, -3.020848], [4.130667, -2.420197, -1.101848], [1.976667, -2.709197, -0.000848], [0.857667, -2.748197, -1.434848], [3.650667, -2.889197, -3.445848], [1.919667, -2.947197, -3.507848], [0.079667, 0.230803, -2.514848], [0.700667, 0.752803, -1.227848], [2.103667, 1.113803, -1.352848], [0.152667, 1.804803, -0.776848], [-0.116333, 1.025803, -3.179848], [-0.903333, -0.264197, -2.282848], [0.715667, -0.461197, -2.960848], [0.527667, -0.046197, -0.542848], [2.605667, 0.201803, -1.769848], [2.510667, 1.315803, -0.399848], [2.244667, 1.964803, -2.036848], [0.464667, 1.851803, 0.187152], [-1.130333, -0.426197, 2.201152], [-1.571333, -1.481197, 1.197152], [-2.505333, -0.901197, 0.084152], [-0.628333, -2.132197, 0.698152], [-1.933333, 0.238803, 2.432152], [-0.388333, 0.144803, 1.652152], [-0.640333, -0.847197, 3.129152], [-2.165333, -2.171197, 1.737152], [-2.911333, -1.682197, -0.568848], [-2.049333, -0.067197, -0.420848], [-3.418333, -0.452197, 0.504152], [0.218667, -1.682197, 0.891152], [-2.445333, 2.942803, 1.287152], [-2.571333, 3.920803, 0.048152], [-2.828333, 3.208803, -1.242848], [-3.559333, 4.724803, 0.145152], [-1.783333, 2.062803, 1.139152], [-3.409333, 2.508803, 1.545152], [-2.136333, 3.387803, 2.187152], [-1.689333, 4.488803, -0.116848], [-2.125333, 2.372803, -1.443848], [-2.805333, 3.817803, -2.201848], [-3.816333, 2.704803, -1.257848], [-3.460333, 5.490803, -0.427848], [-1.780333, -3.455197, -2.596848], [-0.702333, -2.717197, -2.078848], [-2.477333, -2.855197, -3.175848], [-2.417333, -3.912197, -1.821848], [-1.466333, -4.281197, -3.318848], [-0.906333, -2.381197, -1.194848]], "atomic_forces_ev_per_a": [[3.478, -2.112, 2.237], [-5.758, -0.091, 6.849], [0.199, 1.627, -2.314], [5.097, 0.154, -5.446], [-0.385, 1.048, -0.924], [-0.836, 0.398, 0.732], [-0.670, 0.688, -0.248], [-0.680, -0.056, 0.539], [-2.004, 1.563, 2.051], [-3.415, 1.965, 7.468], [2.654, -6.070, 0.400], [2.523, 1.060, -5.762], [-0.022, -1.334, -1.345], [1.156, -0.096, -1.441], [-0.106, 1.005, -0.979], [0.541, 0.631, -0.278], [0.102, 0.644, 1.142], [3.715, 0.140, 6.092], [2.477, 0.299, -2.434], [-5.331, -0.689, -3.000], [-1.087, -0.243, -1.565], [0.576, -0.350, 0.144], [0.086, 0.068, -0.893], [-1.033, -0.270, -0.295], [-1.937, 0.321, 1.593], [1.410, -4.760, -2.957], [2.403, -2.325, -2.546], [-4.231, 6.295, 4.697], [-0.137, 1.073, -0.945], [0.994, 0.497, -0.348], [1.018, -1.315, -0.846], [0.495, -1.227, 0.770], [0.435, 0.901, 0.294], [0.728, 0.488, 1.123], [-0.065, -0.289, 0.293], [-1.177, 0.382, -1.783], [0.755, -0.636, 0.131], [-7.252, 4.439, 2.927], [-0.857, 0.230, 1.296], [7.956, -3.980, -3.726], [-0.461, 0.351, 0.461], [0.276, 0.482, 0.093], [-0.626, 0.370, -1.103], [-1.278, -0.826, 0.846], [0.535, 0.085, -0.199], [0.473, 0.103, -0.669], [0.225, -0.162, 0.286], [-0.302, -0.362, -0.312], [-0.349, -0.620, -1.749], [3.700, -4.694, -0.857], [0.479, -2.809, -2.516], [-5.793, 5.258, 2.328], [-0.309, 0.749, -0.431], [-0.350, 0.066, -0.330], [0.575, 1.108, 1.122], [1.730, 0.266, 0.376], [-0.093, 0.517, 0.163], [0.065, -0.105, 1.405], [0.263, 0.478, 0.350], [-0.100, -0.146, 0.092], [-0.824, -1.400, -0.757], [-0.071, -0.288, -0.587], [0.082, 0.539, -0.153], [0.520, -0.036, -0.010], [0.100, 1.049, 1.165], [-0.280, -0.041, 0.285]], "de_lowest_kj_mol": 533.7, "smiles": "NC(N)=O.NC(N)=O.NC(N)=O.CC(C)O.CC(C)O.CC(C)O.CO", "total_energy_ha": -1374.40041, "homo_energy_ev": -9.56, "orbital_gap_ev": 9.67}

---

2.
{"formula": "C6H6N2", "method": "the ωB97M-V functional and the def2-TZVPD basis", "species": ["C", "C", "C", "C", "N", "C", "N", "C", "H", "H", "H", "H", "H", "H"], "coordinates": [[-1.302663, 1.031382, -0.062552], [0.014455, 0.598226, 0.031211], [1.436225, 1.042834, -0.050373], [2.135968, -0.126353, -0.085109], [1.279614, -1.190638, 0.077080], [-0.016009, -0.764383, 0.120442], [-1.230078, -1.314428, -0.125293], [-2.062764, -0.168064, -0.007170], [-1.771549, 1.943716, -0.151554], [1.972749, 2.044998, -0.076379], [3.259834, -0.284231, 0.263367], [1.744382, -2.183246, -0.478980], [-2.432110, -0.154158, 1.147770], [-3.028059, -0.475658, -0.602462]], "atomic_forces_ev_per_a": [[2.647, -0.695, -0.137], [-0.378, 5.376, -0.150], [0.717, 0.672, -0.196], [1.857, 1.258, 2.275], [3.057, -6.198, -2.113], [-2.254, -3.702, -2.716], [3.302, 0.018, 1.912], [-4.068, -3.034, 1.308], [-0.396, 2.089, -0.054], [-1.352, -1.404, 0.179], [-2.437, 0.400, -1.567], [-2.720, 3.718, 2.561], [0.383, -0.120, -2.188], [1.642, 1.622, 0.888]], "de_lowest_kj_mol": 286.1, "smiles": "C1=c2cc[nH]c2=NC1", "total_energy_ha": -341.61360, "homo_energy_ev": -7.94, "orbital_gap_ev": 8.13}

---

3.
{"formula": "C22H32FeN8O3S2", "method": "the ωB97M-V functional and the def2-TZVPD basis", "species": ["Fe", "C", "C", "N", "C", "S", "N", "N", "C", "C", "C", "C", "C", "C", "C", "N", "H", "H", "H", "H", "H", "H", "H", "H", "H", "H", "H", "H", "H", "C", "N", "C", "C", "N", "C", "S", "H", "H", "H", "H", "H", "H", "H", "H", "C", "C", "C", "C", "C", "C", "O", "N", "C", "O", "N", "C", "O", "H", "H", "H", "H", "H", "H", "H", "H", "H", "H", "H"], "coordinates": [[-0.164850, -0.153367, 0.023906], [1.613673, -0.331675, -5.634121], [2.564501, -0.506659, -4.459987], [2.093600, -1.492980, -3.499282], [1.163566, -1.228749, -2.535106], [0.942442, 0.394753, -1.984467], [0.512663, -2.299945, -2.114706], [-0.307733, -2.006374, -1.053042], [-1.354464, -2.737954, -0.877197], [-1.703450, -3.886056, -1.770992], [-2.283753, -2.268332, 0.197630], [-3.260818, -3.082456, 0.745763], [-4.123079, -2.541079, 1.691461], [-3.988378, -1.211508, 2.041598], [-2.971829, -0.463925, 1.457360], [-2.135010, -0.981433, 0.566948], [1.981491, 0.436015, -6.315418], [1.505574, -1.258804, -6.199457], [0.627985, -0.028839, -5.279805], [3.552056, -0.824250, -4.799802], [2.691645, 0.435197, -3.929256], [1.994369, -2.435156, -3.853589], [-1.794364, -3.515956, -2.794326], [-0.897484, -4.621122, -1.784893], [-2.632464, -4.369035, -1.486375], [-3.339221, -4.119977, 0.460153], [-4.892433, -3.156060, 2.138859], [-4.651227, -0.745558, 2.755632], [-2.822319, 0.580843, 1.687108], [0.896643, -4.348487, 0.822152], [1.845767, -3.276264, 0.693129], [2.795626, -3.252104, -0.416614], [3.529817, -1.916514, -0.206920], [2.685245, -1.252955, 0.773154], [1.711287, -2.049015, 1.228313], [0.487734, -1.509621, 2.266603], [1.419988, -5.292974, 0.978227], [0.284988, -4.433545, -0.080792], [0.251559, -4.145739, 1.673679], [2.245589, -3.269182, -1.363030], [3.463885, -4.113027, -0.378652], [3.598279, -1.334722, -1.126146], [4.535757, -2.063338, 0.192908], [2.602906, -0.245407, 0.903389], [-1.670064, 3.230492, 3.976684], [-1.766151, 4.235279, 2.837292], [-0.736019, 3.996116, 1.723613], [-0.926188, 5.045921, 0.607831], [0.003776, 4.864406, -0.583744], [0.652419, 4.182681, 2.300036], [0.971050, 5.158119, 2.945100], [1.559166, 3.198601, 2.009208], [1.288261, 1.978045, 1.394592], [2.227179, 1.208976, 1.203427], [0.013100, 1.689647, 1.021945], [-0.978426, 2.616450, 1.109011], [-2.101933, 2.369367, 0.690124], [-2.436081, 3.422760, 4.727511], [-0.701119, 3.285672, 4.476292], [-1.804998, 2.205926, 3.621695], [-1.604929, 5.245328, 3.216764], [-2.752999, 4.193125, 2.374908], [-0.776552, 6.028429, 1.060498], [-1.966524, 4.973318, 0.287233], [1.052724, 4.961019, -0.296856], [-0.198154, 5.620700, -1.341866], [-0.129180, 3.886871, -1.052119], [2.505882, 3.326087, 2.336825]], "atomic_forces_ev_per_a": [[-0.336, 0.125, 0.825], [-0.018, 0.040, -0.021], [0.054, 0.017, 0.062], [-0.122, -0.036, 0.006], [-0.003, -0.214, -0.191], [0.187, 0.059, -0.260], [-0.447, 0.317, 0.216], [-0.662, -0.230, -0.403], [0.124, 0.441, 0.106], [0.134, 0.053, -0.036], [0.305, -0.040, -0.302], [-0.009, 0.172, 0.111], [0.053, -0.002, -0.042], [0.048, 0.027, -0.009], [-0.047, -0.177, 0.043], [-0.126, -0.200, -0.194], [0.012, 0.008, -0.013], [0.004, -0.027, 0.007], [-0.007, 0.016, 0.014], [-0.019, 0.007, -0.025], [0.019, -0.026, -0.013], [0.067, 0.001, -0.014], [-0.004, -0.001, 0.006], [-0.044, -0.008, -0.042], [-0.015, -0.003, 0.009], [-0.016, -0.020, -0.028], [-0.009, 0.002, 0.017], [-0.016, 0.003, 0.023], [-0.012, 0.056, 0.001], [0.017, -0.057, 0.014], [-0.022, -0.082, 0.041], [0.303, -0.155, -0.102], [-0.055, -0.122, 0.065], [-0.111, -0.983, -0.087], [0.590, 0.217, -0.318], [-0.159, -0.038, -0.044], [0.012, -0.003, 0.028], [0.113, -0.052, 0.098], [-0.017, 0.002, 0.004], [0.172, -0.118, 0.212], [0.035, 0.000, 0.103], [-0.027, -0.005, 0.015], [0.006, 0.006, -0.016], [0.114, 0.032, 0.048], [0.016, -0.045, 0.020], [-0.022, 0.013, -0.010], [0.077, -0.069, 0.015], [-0.017, 0.034, 0.026], [0.030, -0.003, -0.028], [-0.117, 0.168, 0.007], [0.015, -0.078, -0.081], [0.134, -0.324, -0.008], [-0.276, 0.244, -0.066], [-0.174, 1.034, 0.259], [0.471, -0.073, -0.107], [-0.299, 0.091, 0.060], [0.105, -0.004, 0.013], [-0.008, 0.006, 0.009], [0.016, 0.008, 0.004], [-0.009, -0.006, -0.014], [-0.025, 0.003, -0.014], [0.010, 0.007, 0.015], [-0.019, -0.010, -0.006], [0.009, 0.003, -0.007], [0.013, 0.005, 0.009], [0.001, 0.006, -0.005], [-0.012, -0.009, -0.005], [0.012, -0.002, -0.002]], "total_energy_ha": -3581.55301, "homo_energy_ev": [-7.91, -8.12], "multiplicity": 5, "orbital_gap_ev": [7.68, 7.70]}

---

Repeat the second record exactly.
{"formula": "C6H6N2", "method": "the ωB97M-V functional and the def2-TZVPD basis", "species": ["C", "C", "C", "C", "N", "C", "N", "C", "H", "H", "H", "H", "H", "H"], "coordinates": [[-1.302663, 1.031382, -0.062552], [0.014455, 0.598226, 0.031211], [1.436225, 1.042834, -0.050373], [2.135968, -0.126353, -0.085109], [1.279614, -1.190638, 0.077080], [-0.016009, -0.764383, 0.120442], [-1.230078, -1.314428, -0.125293], [-2.062764, -0.168064, -0.007170], [-1.771549, 1.943716, -0.151554], [1.972749, 2.044998, -0.076379], [3.259834, -0.284231, 0.263367], [1.744382, -2.183246, -0.478980], [-2.432110, -0.154158, 1.147770], [-3.028059, -0.475658, -0.602462]], "atomic_forces_ev_per_a": [[2.647, -0.695, -0.137], [-0.378, 5.376, -0.150], [0.717, 0.672, -0.196], [1.857, 1.258, 2.275], [3.057, -6.198, -2.113], [-2.254, -3.702, -2.716], [3.302, 0.018, 1.912], [-4.068, -3.034, 1.308], [-0.396, 2.089, -0.054], [-1.352, -1.404, 0.179], [-2.437, 0.400, -1.567], [-2.720, 3.718, 2.561], [0.383, -0.120, -2.188], [1.642, 1.622, 0.888]], "de_lowest_kj_mol": 286.1, "smiles": "C1=c2cc[nH]c2=NC1", "total_energy_ha": -341.61360, "homo_energy_ev": -7.94, "orbital_gap_ev": 8.13}